[1]
Formula: C42H46BrN3O2PSSn
Source: the Open Molecules 2025 dataset
Level of theory: wB97M-V/def2-TZVPD

Structure (XYZ):
```
97
Properties=species:S:1:pos:R:3:forces:R:3
Sn -0.927726 1.026626 -1.089964 -1.4 -1.5 1.2
S -3.361008 4.971722 -1.557261 0.3 -2.1 -0.7
C -4.013300 3.827474 -2.719360 0.4 0.7 1.2
C -3.576045 2.554961 -2.635970 1.5 0.8 1.1
C -2.530060 2.401737 -1.615385 -1.4 2.3 0.0
C -2.344684 3.632865 -0.972054 -0.7 -0.3 -1.2
C -1.471914 3.823926 0.150639 0.2 -0.7 2.5
C -1.472391 4.961320 0.981062 0.6 0.1 -0.8
C -0.775911 4.991461 2.199056 -1.4 0.3 -0.6
C 0.023969 3.894502 2.493454 0.8 -1.3 0.9
C -0.037971 2.749454 1.683803 -0.9 2.1 -0.5
N -0.846152 2.698127 0.612721 0.7 0.3 -0.8
H -4.754900 4.161056 -3.369630 -1.1 0.6 -1.0
H -3.969736 1.852956 -3.334668 0.1 -0.8 -0.1
H -1.961917 5.820837 0.522757 -0.1 0.1 0.8
H -1.070547 5.817027 2.885873 1.1 -0.6 -0.5
H 0.705387 3.786068 3.367542 -0.8 0.6 -0.6
H 0.576482 1.907550 1.891297 0.2 -0.8 0.2
Br 2.547989 -5.565219 -0.690293 0.0 -0.6 -0.8
C 3.363901 -4.463537 0.551053 -0.6 1.9 1.5
C 4.733077 -4.156502 0.603447 -2.3 -0.3 1.2
C 5.146358 -3.476869 1.765066 0.8 -0.6 -0.6
C 4.212984 -2.933476 2.583673 -1.6 1.7 0.3
N 2.848190 -2.990125 2.378944 0.8 -0.3 1.0
C 2.400372 -3.825478 1.482572 3.3 -1.2 -1.4
H 5.402348 -4.466560 -0.154360 0.6 -0.5 -0.5
H 6.204127 -3.421296 2.047887 -0.4 0.2 -0.4
H 4.533598 -2.231123 3.372568 -0.3 -0.7 -0.2
H 1.373371 -4.142681 1.429190 -0.4 0.4 0.0
C -4.912185 -1.410425 6.140745 0.0 -1.4 0.0
O -3.976955 -1.132029 5.076322 -0.6 1.3 -0.1
C -2.834289 -1.774410 4.772732 -0.6 0.6 -0.1
C -2.654877 -3.089575 5.118624 -1.2 -0.2 1.1
C -1.431463 -3.628729 4.833539 -0.3 -1.5 0.0
C -0.455760 -2.999093 4.115711 1.0 1.3 0.5
C -0.647252 -1.701962 3.649290 -0.4 0.7 -0.6
C -1.869905 -1.072877 3.991144 0.7 -2.1 -1.4
N -2.246991 0.132814 3.347112 -2.5 1.1 -1.2
C -3.344539 0.317167 2.538836 3.3 -0.3 1.9
C -3.686842 -0.659138 1.567423 -0.2 -0.8 -0.1
C -4.913235 -1.288348 1.688534 -2.0 -0.9 -1.7
C -5.300848 -2.182565 0.680538 0.0 0.5 -0.5
C -4.449499 -2.427820 -0.446640 -1.9 -0.3 1.5
C -3.213563 -1.886040 -0.500273 0.8 -0.4 -1.5
C -2.800386 -1.006577 0.473332 2.4 1.8 2.3
O -1.585155 -0.455842 0.445516 -1.8 -0.9 0.6
H -5.503373 -2.357684 5.916913 0.7 1.1 0.3
H -5.590414 -0.550804 6.115328 0.2 -0.3 0.1
H -4.455067 -1.515024 7.165062 -0.1 0.2 -1.1
H -3.502098 -3.633545 5.659307 1.5 0.7 -0.8
H -1.263572 -4.648870 5.104518 0.2 -0.5 0.3
H 0.528810 -3.419198 4.154659 0.4 -0.3 -0.8
H 0.096468 -1.196500 2.946534 -1.1 -0.7 1.2
H -1.769592 0.928345 3.710014 -0.2 1.0 0.4
H -3.883847 1.267025 2.662363 0.3 -0.2 -0.2
H -5.667885 -1.061709 2.455941 0.7 0.0 -0.1
H -6.333330 -2.550605 0.644073 0.6 -0.1 0.3
H -4.842370 -3.065519 -1.222378 0.1 -0.1 -0.2
H -2.511162 -2.117438 -1.320187 -0.5 0.2 0.6
C 2.728505 2.067961 -4.798723 -0.4 1.3 -0.3
C 1.476329 2.102145 -3.793324 2.2 -0.1 -0.8
C 0.211352 2.129776 -4.638162 -0.9 -0.4 0.2
C 1.735782 3.366332 -2.973680 -1.3 1.9 -0.1
P 1.402476 0.809313 -2.445181 1.5 0.5 -2.1
C 2.973388 1.039289 -1.583619 1.0 -0.4 -0.6
C 4.294598 0.697363 -2.020654 -2.8 -0.5 -2.1
C 5.356794 0.733318 -1.203292 0.5 0.4 2.1
C 5.179567 1.118345 0.155699 -1.1 0.1 -0.4
C 3.902090 1.541817 0.582552 1.2 -0.1 -0.8
C 2.829509 1.558261 -0.324516 1.0 0.1 1.4
C 1.254232 -0.973774 -3.092152 0.3 -0.5 -0.2
C 1.837598 -1.178533 -4.501929 0.6 1.5 0.6
C 2.004124 -1.842518 -2.051914 -0.9 -0.3 -0.6
C -0.214730 -1.447392 -3.269135 -1.3 0.0 -0.2
H 2.800118 3.083261 -5.346629 -0.2 -1.2 1.1
H 2.617847 1.382077 -5.651399 0.1 -0.3 0.6
H 3.690228 1.939077 -4.248918 -0.8 0.0 -0.6
H 0.352353 2.981765 -5.356130 -0.8 -0.7 0.6
H -0.780029 2.149770 -4.036058 1.6 0.5 -1.0
H 0.186576 1.166842 -5.201563 -0.1 0.9 0.1
H 1.468118 4.286549 -3.570728 0.3 -0.9 0.2
H 2.769089 3.514165 -2.645519 -0.2 -0.4 -0.1
H 1.069659 3.467867 -2.088717 0.4 -0.3 -0.2
H 4.341350 0.376150 -3.093072 0.4 0.1 1.2
H 6.317124 0.434189 -1.556387 0.6 -0.1 -0.1
H 6.032733 1.103340 0.822445 -0.1 0.0 0.1
H 3.707972 1.908607 1.583779 0.3 -0.1 0.0
H 1.952010 2.050007 0.065283 -0.6 -0.4 -0.4
H 2.884031 -0.839755 -4.519440 -0.3 0.1 -0.3
H 1.212793 -0.583991 -5.194106 0.6 -0.5 0.0
H 1.856723 -2.215885 -4.776559 -0.3 -0.6 -0.1
H 3.021274 -1.520278 -1.866959 0.1 0.0 -0.1
H 1.993744 -2.867486 -2.447492 0.2 0.1 0.3
H 1.456856 -1.844830 -1.107028 0.1 0.0 0.1
H -0.782674 -0.712751 -3.911413 0.4 -0.3 0.9
H -0.777544 -1.640496 -2.304499 0.7 0.3 -1.2
H -0.298680 -2.359723 -3.939154 0.6 0.6 1.1
```
Forces are in eV/Å.

The value obtained for the HOMO-LUMO gap (spin up / spin down) is 0.1540 / 0.1540 hartree. The calculation puts the LUMO energy (spin up / spin down) at -3.60 / -3.60 eV. The total charge is +1. Its spin multiplicity is 1.


[2]
Formula: INO3Sr
Source: the Open Molecules 2025 dataset
Level of theory: wB97M-V/def2-TZVPD

Structure (XYZ):
```
6
Properties=species:S:1:pos:R:3:forces:R:3
Sr -0.553235 -1.918092 0.833499 0.0 1.6 -1.0
N 0.197908 1.157433 0.274303 0.0 0.5 1.5
O 0.925301 0.837164 -0.648784 -0.2 -0.3 -0.2
O -0.973061 0.560427 0.423216 0.7 -1.0 0.2
O 0.524890 1.976251 1.142061 -0.4 -0.5 -0.8
I -0.121803 -2.613183 -2.024295 -0.1 -0.3 0.3
```
Forces are in eV/Å.

The value obtained for the HOMO-LUMO gap is 0.2481 hartree. The calculation puts the LUMO energy at -2.11 eV. The total charge is 0. Its spin multiplicity is 1.


[3]
Formula: C37H27BrIN5O3SSr
Source: the Open Molecules 2025 dataset
Level of theory: wB97M-V/def2-TZVPD

Structure (XYZ):
```
76
Properties=species:S:1:pos:R:3:forces:R:3
Sr -0.000365 -0.363896 0.096305 0.3 -0.4 0.7
C -4.217312 1.524488 1.826536 0.0 0.0 0.0
C -2.892167 1.073344 1.734343 0.0 0.0 0.0
N -2.551161 -0.047021 1.131137 -0.1 0.1 -0.2
C -3.528111 -0.798192 0.577902 0.0 0.0 0.0
C -4.877992 -0.420289 0.595651 0.0 0.0 0.0
C -5.208407 0.780815 1.246697 0.0 0.0 0.0
C -5.864873 -1.245971 -0.040459 0.0 0.0 0.0
C -5.516549 -2.393665 -0.655205 0.0 0.0 0.0
C -4.149032 -2.830801 -0.674078 -0.1 0.2 0.0
C -3.752997 -4.019761 -1.305944 -0.1 0.0 0.0
C -2.439258 -4.395250 -1.274072 0.0 0.0 0.1
C -1.535223 -3.576022 -0.587083 0.0 0.0 -0.1
N -1.869728 -2.445159 -0.003707 0.2 0.3 -0.2
C -3.161333 -2.047479 -0.057312 0.1 -0.3 0.1
H -4.431136 2.452236 2.338501 0.0 0.0 0.0
H -2.077531 1.649051 2.158239 0.0 0.0 0.0
H -6.242813 1.101695 1.280267 0.0 0.0 0.0
H -6.898177 -0.922032 -0.019229 0.0 0.0 0.0
H -6.263308 -3.009639 -1.140784 0.0 0.0 0.0
H -4.497180 -4.622332 -1.812857 0.0 0.0 0.0
H -2.092279 -5.298072 -1.755806 0.0 0.0 0.0
H -0.489023 -3.847878 -0.531894 0.0 0.0 0.0
I 0.008421 -1.564310 3.312679 -0.1 0.2 0.1
C 0.284157 0.320084 4.230088 0.0 -0.1 -0.1
C 0.314946 0.327473 5.594129 0.0 0.0 0.0
C 0.505869 1.550617 6.271963 0.0 0.0 0.0
C 0.660366 2.703391 5.560642 0.0 0.0 0.0
C 0.627570 2.698827 4.144278 0.0 0.0 0.0
C 0.789248 3.906053 3.417897 0.0 0.0 0.0
C 0.749387 3.890952 2.055197 0.0 0.0 0.0
C 0.542155 2.667893 1.371208 0.0 0.0 0.0
C 0.378421 1.445316 1.992608 -0.1 0.0 -0.1
C 0.428052 1.483631 3.422151 0.1 0.1 0.1
H 0.199597 -0.589863 6.154417 0.0 0.0 0.0
H 0.530319 1.558620 7.354074 0.0 0.0 0.0
H 0.812251 3.647911 6.071014 0.0 0.0 0.0
H 0.940858 4.829091 3.965856 0.0 0.0 0.0
H 0.871121 4.813681 1.497281 0.0 0.0 0.0
H 0.512075 2.730845 0.277992 0.0 0.0 0.0
C 4.354193 2.672727 1.064438 0.0 0.0 0.0
C 4.502719 1.388735 0.243855 0.0 0.0 0.0
C 3.504939 0.395964 0.628816 0.0 0.0 0.1
N 2.700466 -0.348756 0.970230 0.0 0.1 -0.1
H 5.099766 3.399728 0.745644 0.0 0.0 0.0
H 4.490066 2.476757 2.127403 0.0 0.0 0.0
H 3.362759 3.102004 0.930398 0.0 0.0 0.0
H 5.489834 0.944118 0.380571 0.0 0.0 0.0
H 4.362596 1.570143 -0.822492 0.0 0.0 0.0
O 2.978688 0.923052 -2.562261 -0.1 0.0 0.0
C 1.827424 0.723502 -2.918379 0.5 0.1 0.0
N 0.988039 -0.207384 -2.387072 -0.4 0.2 -0.2
S -0.487507 -0.085873 -3.025537 0.0 -0.1 -0.1
O -0.935788 -1.298323 -3.654279 0.0 0.0 0.0
O -1.373237 0.429633 -1.978958 -0.1 -0.1 0.0
C -0.137484 1.176787 -4.206908 0.0 0.0 0.0
C -0.942309 1.775242 -5.155933 0.0 0.0 0.0
C -0.358672 2.759185 -5.943049 0.0 0.0 0.0
C 0.977939 3.116145 -5.771415 0.0 0.0 0.0
C 1.766966 2.500449 -4.809144 0.0 0.0 0.0
C 1.186204 1.519570 -4.026891 -0.1 0.0 0.0
H -1.977740 1.488351 -5.279332 0.0 0.0 0.0
H -0.948192 3.257649 -6.701170 0.0 0.0 0.0
H 1.402919 3.886621 -6.401478 0.0 0.0 0.0
H 2.805199 2.765210 -4.660746 0.0 0.0 0.0
Br 4.820398 -6.069574 -1.031505 0.0 0.0 0.0
C 3.536813 -4.708895 -0.760964 0.1 -0.1 0.0
C 3.003250 -4.035776 -1.842171 0.0 0.0 0.0
C 2.062898 -3.048103 -1.586971 0.0 0.0 0.0
N 1.657008 -2.716997 -0.360534 -0.1 -0.1 0.0
C 2.195641 -3.377465 0.666111 0.1 0.0 -0.1
C 3.134888 -4.384734 0.521609 0.0 0.0 0.0
H 3.304079 -4.261987 -2.854454 0.0 0.0 0.0
H 1.621848 -2.486276 -2.399754 0.0 0.0 0.0
H 1.882769 -3.071280 1.655647 0.0 0.0 0.0
H 3.541762 -4.888532 1.386057 0.0 0.0 0.0
```
Forces are in eV/Å.

The value obtained for the HOMO-LUMO gap is 0.2599 hartree. The calculation puts the LUMO energy at -0.11 eV. The calculation puts the energy relative to the best compared isomer or geometry (same formula, charge and spin) at 0.130 eV. The total charge is 0. Its spin multiplicity is 1.


[4]
Formula: C6H14NO
Source: the Open Molecules 2025 dataset
Level of theory: wB97M-V/def2-TZVPD

Structure (XYZ):
```
22
Properties=species:S:1:pos:R:3:forces:R:3
C 1.999713 0.078464 0.132167 -3.9 5.8 6.5
C -0.177206 -1.906344 0.588920 1.8 1.4 0.4
C -0.092262 1.053978 1.422207 -1.1 1.8 -3.0
C 0.367936 1.617670 -1.029968 -2.8 -0.3 -1.2
C -0.232161 -0.776599 -0.501146 -1.5 -1.0 2.4
C 0.352240 0.577368 0.048749 2.0 -2.6 -2.2
N -1.735318 -0.567456 -0.803216 0.5 -1.1 0.6
O 2.525297 -0.674292 -0.589663 3.0 -4.9 -5.2
H 2.567142 0.642610 0.933291 -0.6 -0.4 -0.7
H 0.253674 -2.753971 0.160670 1.0 -1.4 -0.8
H 0.550461 -1.592628 1.396142 -1.0 -0.4 -0.8
H -1.060604 -2.327597 1.028201 -1.0 0.6 0.2
H 0.784672 1.562958 1.691277 0.6 1.6 1.0
H -1.055945 1.675862 1.437236 1.6 -0.7 -0.1
H -0.155297 0.277440 2.059468 -0.5 -2.7 2.2
H -0.533704 2.256605 -0.876846 0.4 -0.1 -0.6
H 1.173851 2.218266 -0.928576 2.4 2.3 0.9
H 0.526074 1.335795 -2.106524 -0.7 -0.5 1.0
H 0.106471 -1.143362 -1.488562 0.6 0.7 0.7
H -1.787204 0.394768 -1.004088 -0.7 1.5 -1.6
H -2.408204 -0.690307 -0.054977 0.3 -0.4 0.7
H -1.969628 -1.259220 -1.514765 -0.4 0.7 -0.4
```
Forces are in eV/Å.

The value obtained for the HOMO-LUMO gap (spin up / spin down) is 0.2177 / 0.3649 hartree. The calculation puts the LUMO energy (spin up / spin down) at -3.57 / -6.18 eV. The expectation value of S² is 2.008. The calculation puts the energy relative to the best compared isomer or geometry (same formula, charge and spin) at 0.673 eV. The total charge is +1. Its spin multiplicity is 3.


Result set for max |F|: 3.812; 1.867; 0.854; 9.545 eV Å⁻¹, one per record in the order listed.
Result set for total energy: -148852.06890; -16566.79184; -142217.69775; -9974.28801 eV, one per record in the order listed.